[1]
The following is a DFT calculation (wB97M-V/def2-TZVPD) of a 2-piece molecular cluster, C5H16N2O overall at a distorted geometry.

The geometry in XYZ format:
```
24
Properties=species:S:1:pos:R:3:forces:R:3:nbo_charge:R:1
N 1.56668 0.05770 0.25776 -2.929 1.365 0.173 -0.849
C 0.44443 -0.94428 0.18385 1.675 -0.197 1.446 -0.070
C 0.73511 -2.10049 1.19786 -0.635 -1.767 -2.062 -0.636
C -0.90635 -0.36023 0.57916 -1.536 -2.349 -5.515 -0.222
N -1.38195 0.68998 -0.34655 0.236 -0.615 1.711 -0.628
C -1.33497 0.48157 -1.75716 -0.439 5.533 -0.971 -0.224
C -0.02718 0.75486 -2.50816 0.906 4.357 -1.039 -0.647
H 1.21244 0.78648 0.94988 1.276 -1.355 -1.131 0.361
H 2.28941 -0.43850 0.69396 1.467 -0.343 0.810 0.350
H 0.38300 -1.32966 -0.85750 -0.065 0.113 0.690 0.182
H -0.03232 -2.88993 1.02083 0.327 0.321 0.001 0.204
H 0.52452 -1.80121 2.19392 0.385 0.560 1.032 0.212
H 1.69867 -2.68403 1.08854 -0.749 1.179 0.127 0.212
H -1.60064 -1.28595 0.27457 0.870 1.825 1.559 0.180
H -1.05990 0.07395 1.50367 0.022 -0.129 2.334 0.204
H -0.98951 1.57146 -0.05208 0.050 0.239 -0.521 0.337
H -2.07119 1.36580 -2.10546 1.335 -2.072 0.158 0.183
H -1.77574 -0.40058 -2.04710 -1.000 -2.222 -0.423 0.196
H 0.65528 -0.03884 -2.63551 0.661 -0.984 -0.139 0.209
H -0.13140 1.35271 -3.50374 -0.619 -1.874 1.022 0.213
H 0.59925 1.65915 -2.09556 -1.102 -1.939 0.415 0.216
H 0.86380 2.18219 3.18820 -0.045 0.184 -0.028 0.483
H -0.11134 1.83233 2.07352 -1.578 1.324 -1.477 0.464
O 0.44987 1.46552 2.70310 1.486 -1.156 1.827 -0.932
```
Positions in Å, forces in eV/Å.

The HOMO energy is -8.3 eV. Its SMILES is CCNC[C@H](C)N.O. The orbital gap is 0.328 Eh. As for the total charge: 0.



[2]
The following is a DFT calculation (wB97M-V/def2-TZVPD) of a 2-piece molecular cluster, C11H17O2 overall at a distorted geometry.

The geometry in XYZ format:
```
30
Properties=species:S:1:pos:R:3:forces:R:3:nbo_charge:R:1
C 3.99820 0.22347 2.44199 0.753 -0.324 -0.119 -0.272
O 2.59805 0.55957 2.42456 -1.024 -1.079 0.039 -0.408
C 1.75710 -0.42945 2.36466 0.291 1.075 -0.110 0.476
C 0.36696 -0.16751 2.37008 -0.162 0.179 0.058 -0.170
C -0.53055 -1.26131 2.34681 0.208 0.120 -0.028 -0.100
C -1.89515 -1.04038 2.36409 0.133 -0.298 -0.018 -0.228
C -2.40384 0.26685 2.40207 0.123 -0.295 0.004 0.120
C -3.88354 0.48639 2.42325 -0.144 0.249 -0.011 -0.657
C -1.51569 1.35482 2.42301 0.209 0.226 0.009 -0.221
C -0.14943 1.16100 2.41249 0.058 -0.426 -0.027 -0.108
H 4.51815 1.17844 2.48782 0.011 -0.212 -0.026 0.233
H 4.24051 -0.39440 3.31973 -0.205 0.320 -0.223 0.210
H 4.25278 -0.32844 1.52477 -0.120 0.326 0.260 0.213
H 2.18854 -1.43690 2.31808 -0.368 0.215 0.024 0.213
H -0.08473 -2.25357 2.31219 -0.371 0.029 -0.009 0.232
H -2.59920 -1.87732 2.34550 0.333 0.253 0.012 0.240
H -4.10426 1.55530 2.42460 -0.090 -0.141 0.001 0.232
H -4.37068 0.03238 1.55312 0.159 0.038 0.092 0.250
H -4.34412 0.03810 3.31088 0.165 0.034 -0.093 0.252
H -1.93039 2.36427 2.44942 0.205 -0.281 0.002 0.238
H 0.54859 1.99203 2.43373 -0.194 -0.037 -0.005 0.241
C 3.28397 -2.92134 -1.93734 -0.084 -0.010 0.212 -0.643
C 3.45637 -1.86416 -0.86595 0.290 0.387 0.140 -0.063
O 2.24198 -1.34894 -0.30592 -0.427 -0.098 -0.273 -0.758
H 4.27049 -3.28923 -2.22376 -0.043 -0.004 -0.043 0.234
H 2.69987 -3.76678 -1.56662 0.009 0.079 -0.068 0.219
H 2.80922 -2.51225 -2.83410 -0.006 -0.040 0.112 0.213
H 3.99120 -2.25478 0.00439 0.129 -0.098 -0.220 0.167
H 4.01870 -1.01096 -1.26776 0.136 -0.199 0.044 0.167
H 1.67164 -1.10172 -1.04809 0.027 0.010 0.264 0.478
```
Positions in Å, forces in eV/Å.

The HOMO energy is -13.4 eV. The orbital gap is 0.309 Eh. As for the total charge: +1.



[3]
The following is a DFT calculation (wB97M-V/def2-TZVPD) of C14H21NO2S as an isolated structure at a distorted geometry.

The geometry in XYZ format:
```
39
Properties=species:S:1:pos:R:3:forces:R:3:nbo_charge:R:1
C -5.47608 0.09296 0.18432 2.589 1.836 -3.182 -0.262
H -5.29251 1.17773 0.11853 -0.715 -0.153 0.513 0.178
O -4.31294 -0.39105 -0.65191 -7.753 -2.319 -0.329 -0.549
C -3.15039 -0.22591 -0.10243 3.803 2.352 0.335 -0.031
C -2.11640 -1.06157 -1.07444 3.278 -2.651 18.559 -0.355
H -2.38409 -2.04517 -0.86029 0.109 -1.752 -0.361 0.214
H -2.32403 -0.66536 -1.78648 -4.121 7.224 -15.956 0.155
C -0.75422 -0.58891 -0.52010 0.926 -4.067 2.184 -0.243
N -0.43296 0.81129 -0.60014 -0.961 -3.020 6.024 -0.638
C -0.19368 1.54190 0.56046 -2.652 4.884 -2.565 0.725
O -0.43365 1.40251 1.73027 0.465 -2.213 0.279 -0.612
C 0.05030 3.11856 0.13234 3.259 -3.898 1.285 -0.485
C 1.68333 3.04140 0.26112 -6.211 9.670 4.192 -0.672
H 1.93926 4.36115 0.26851 -0.142 -3.758 -0.450 0.239
H 1.99921 2.88755 1.22567 0.088 -0.550 2.709 0.220
S 2.54299 2.32432 -0.79425 5.630 -4.763 -7.850 0.287
C 2.68226 0.49117 -0.36053 -2.128 9.525 7.953 -0.047
C 2.69337 -0.34772 -1.34465 0.360 6.315 -7.510 -0.339
C 2.89537 -1.53193 -1.17899 -0.718 -11.984 5.912 -0.105
C 2.72934 -2.01949 0.32357 1.389 -0.775 -12.371 -0.150
C 2.64043 -1.11040 1.11742 -1.549 7.769 15.327 -0.120
C 2.52537 0.33759 1.06665 1.774 -5.564 -8.280 -0.205
H 2.59461 1.06943 1.77519 -0.098 1.269 1.798 0.233
H 2.60700 -1.36596 2.41632 0.015 -0.138 -3.629 0.158
C 2.79001 -3.35240 0.31353 -1.340 -5.390 13.613 -0.533
H 3.65972 -3.70006 1.27419 -2.071 0.817 -2.701 0.194
H 1.85366 -4.00966 0.99607 2.173 2.210 -2.145 0.205
H 3.00838 -3.97015 -0.35867 1.737 -4.089 -6.315 0.195
H 2.77683 -2.40098 -1.80176 0.605 0.400 -0.994 0.210
H 2.78552 -0.00541 -2.38327 -0.498 0.594 0.250 0.228
H -0.33337 3.78939 0.90037 -0.244 -0.205 -0.374 0.232
H -0.19259 3.26267 -0.90176 -0.259 0.581 -0.344 0.201
H -0.20033 1.19666 -1.40980 1.310 2.011 -4.008 0.392
H -0.02555 -1.33424 -0.97522 0.022 1.518 0.312 0.196
H -0.69941 -0.93025 0.66662 -0.182 1.209 -2.971 0.223
H -3.10865 -0.34661 1.00174 0.312 -0.785 -0.466 0.163
H -3.01218 0.90183 -0.23640 1.204 -0.805 0.424 0.127
H -6.44770 -0.17310 -0.14109 -0.591 -0.281 -1.729 0.195
H -5.56623 -0.23179 1.14930 1.187 -1.021 2.861 0.177
```
Positions in Å, forces in eV/Å.

The HOMO energy is -7.8 eV. The orbital gap is 0.304 Eh. As for the total charge: 0.



[4]
The following is a DFT calculation (wB97M-V/def2-TZVPD) of an isolated ion of composition C4H9N2 and charge +1 at a distorted geometry.

The geometry in XYZ format:
```
15
Properties=species:S:1:pos:R:3:forces:R:3:nbo_charge:R:1
C 2.86022 -0.08982 -0.07432 -1.567 3.352 -0.643 0.001
C 0.51207 0.48590 0.17749 -2.404 0.665 1.180 -0.136
C -0.62668 -1.61045 0.03339 5.193 -4.242 1.489 -0.223
C -1.92561 0.40268 -0.11444 1.076 3.580 -0.886 -0.429
N -0.65680 -0.33859 -0.05058 -1.247 6.660 -0.511 -0.356
N 1.63021 -0.31453 -0.08976 0.416 1.359 0.065 -0.046
H 3.47616 -0.88006 -0.04129 2.681 -2.700 0.373 0.245
H 3.21659 0.98669 -0.18114 -0.247 -1.303 -0.066 0.265
H 0.50292 1.60467 -0.23783 0.287 -2.514 -0.240 0.318
H 0.40431 0.76793 1.24062 0.754 -0.351 0.140 0.265
H 0.34803 -2.15767 0.36715 -1.765 1.170 -0.476 0.204
H -1.41253 -2.17833 -0.21780 -2.758 -1.868 -0.809 0.212
H -2.75482 0.14335 0.50124 -0.135 -0.901 0.768 0.242
H -1.75842 1.56273 0.05560 0.050 -2.309 0.214 0.210
H -2.25430 0.47973 -1.13642 -0.334 -0.598 -0.599 0.228
```
Positions in Å, forces in eV/Å.

The HOMO energy (spin up / spin down) is -10.0 / -15.0 eV. Its spin multiplicity is 3. Its expectation value of S² is 2.009. The orbital gap (spin up / spin down) is 0.165 / 0.238 Eh. As for the total charge: +1.



[5]
The following is a DFT calculation (wB97M-V/def2-TZVPD) of a 2-piece molecular cluster, C11H18 overall at a distorted geometry.

The geometry in XYZ format:
```
29
Properties=species:S:1:pos:R:3:forces:R:3:nbo_charge:R:1
C -0.23447 -2.66621 -1.92171 0.256 1.814 -1.034 -0.669
C -0.31026 -0.21759 -2.37293 -0.101 1.618 0.068 -0.079
C -0.56685 -1.27974 -1.45579 1.440 -2.027 -0.761 0.192
C -0.63462 1.09059 -2.02446 0.586 -1.330 -1.152 -0.228
C -1.15300 -1.06000 -0.23463 -2.371 1.306 0.962 -0.245
C -1.43832 1.25931 -0.92050 -0.317 0.539 0.617 -0.010
C -1.76843 0.16957 -0.04798 0.676 -0.510 -0.103 -0.069
H 0.11910 -0.46369 -3.33782 0.173 0.118 0.116 0.243
H -0.32233 1.92039 -2.64418 -0.202 -0.003 -0.003 0.260
H 0.79777 -2.81227 -2.29144 0.165 0.199 0.995 0.290
H -0.61086 -2.59460 -2.96073 -0.911 -1.000 0.332 0.274
H -1.41822 -1.84174 0.46646 0.408 -0.211 -0.169 0.258
H -1.79412 2.26349 -0.70903 -0.159 -0.203 0.141 0.249
H -2.45121 0.32756 0.77663 0.100 0.074 0.036 0.253
H -0.58051 -3.42233 -1.23880 -0.126 -0.458 -0.328 0.259
C 1.08475 0.46905 1.70572 -0.274 -1.178 1.395 -0.216
C 1.12894 1.74920 0.89857 0.124 -0.666 -1.358 -0.610
C 2.44682 -0.21746 1.97692 -0.095 -0.133 -1.368 -0.624
C 0.29784 0.69371 3.04470 0.650 2.079 -1.569 -0.617
H 0.52228 -0.35185 1.23331 0.079 0.724 -0.425 0.177
H 1.38734 1.45220 -0.12563 0.222 0.273 -0.044 0.196
H 3.34543 0.39175 1.91885 -0.186 0.733 1.320 0.226
H 2.24521 -0.82652 2.84550 0.930 -0.031 0.477 0.224
H 2.79442 -0.88698 1.17643 -0.891 -0.360 -0.140 0.203
H -0.26817 -0.13561 3.43136 0.255 -0.420 0.321 0.215
H 0.97661 1.20294 3.73093 -0.129 -0.533 0.523 0.225
H -0.39548 1.50575 2.77381 -0.352 -0.383 0.411 0.194
H 1.89636 2.46179 1.20177 -0.172 -0.024 0.350 0.238
H 0.15628 2.25346 0.80006 0.224 -0.008 0.392 0.192
```
Positions in Å, forces in eV/Å.

The HOMO energy (spin up / spin down) is -13.5 / -13.5 eV. Its spin multiplicity is 2. Its expectation value of S² is 0.767. The orbital gap (spin up / spin down) is 0.339 / 0.198 Eh. As for the total charge: +1.